Record 1
An isolated molecule of C2H6N6, computed with wB97M-V/def2-TZVPD.

Output
**Kohn-Sham gap**: 8.92 eV
**Energy above the lowest of the compared OMol25 structures with the same formula, charge and spin**: 2.760 eV
**SMILES**: N/N=c1/cn[nH]n1N

CARTESIAN COORDINATES (ANGSTROEM)
C: 0.22639 -0.58247 -0.01738
C: -1.03248 -1.33104 0.27933
H: 3.19482 -0.68545 -0.30046
H: 2.23181 0.37345 -0.98464
H: -1.21639 -2.33789 0.48484
H: -2.07128 0.96006 -1.13046
H: 1.41066 1.59180 0.39292
H: -0.05334 1.75818 1.41170
N: 2.40228 -0.12944 -0.12051
N: 1.40580 -1.06143 0.10538
N: -2.03548 -0.61550 0.00749
N: -1.62504 0.66135 -0.22768
N: -0.21012 0.69586 -0.34960
N: 0.25402 1.85215 0.37841

=====

Record 2
An isolated molecule of C2H4ClNSi, computed with wB97M-V/def2-TZVPD.

Output
**Kohn-Sham gap (alpha / beta)**: 6.91 / 6.82 eV
**Energy above the lowest of the compared OMol25 structures with the same formula, charge and spin**: 4.201 eV

CARTESIAN COORDINATES (ANGSTROEM)
C: 1.05425 -0.24324 0.78230
C: -1.67273 0.11439 -0.72280
N: 1.28214 -1.24792 -0.00062
Si: -0.26375 0.99832 0.16050
Cl: -3.16725 0.17406 0.03655
H: 1.98405 -1.94230 0.23811
H: 0.80674 -1.43489 -0.88521
H: -0.45753 1.87657 1.31110
H: 0.43409 1.70501 -0.91994

=====

Record 3
A structure of composition C56H126F6KN10O12S6, computed with wB97M-V/def2-TZVPD.

Output
**Kohn-Sham gap**: 8.75 eV
**Energy above the lowest of the compared OMol25 structures with the same formula, charge and spin**: 0.146 eV
**Total charge**: +5

CARTESIAN COORDINATES (ANGSTROEM)
K: -1.91012 2.06838 -2.18848
C: -1.43881 4.73941 0.99969
C: -2.39399 5.87665 0.61422
C: -2.20947 6.05394 -0.96335
N: -2.63794 7.47776 -1.39105
C: -4.04807 8.00897 -1.04755
C: -1.61034 8.52656 -0.92597
C: -1.42137 9.55077 -2.05572
C: -2.29463 8.99019 -3.19947
C: -2.45836 7.54922 -2.92521
H: -1.47461 4.70766 2.08864
H: -0.41958 4.90834 0.65220
H: -1.87722 3.79623 0.67365
H: -2.05562 6.78231 1.11759
H: -3.47487 5.73595 0.61140
H: -2.89372 5.33452 -1.41318
H: -1.21659 5.87995 -1.37810
H: -4.08024 7.94962 0.04036
H: -4.74144 7.42783 -1.65551
H: -3.95775 9.04424 -1.37644
H: -1.88220 8.83022 0.08496
H: -0.70634 7.91956 -0.87657
H: -1.61252 10.56942 -1.71818
H: -0.42317 9.48597 -2.48872
H: -3.21795 9.54249 -3.37423
H: -1.86153 9.03861 -4.19856
H: -3.19083 6.91534 -3.42500
H: -1.49746 7.09485 -3.16669
C: -5.07028 -8.26963 -2.70239
C: -4.44848 -8.28058 -1.18498
C: -3.71008 -6.86805 -0.84810
N: -2.31200 -6.98859 -0.15470
C: -2.41541 -7.64274 1.21715
C: -1.90274 -5.57697 0.08177
C: -0.86096 -5.29369 -1.05612
C: -0.15450 -6.64296 -1.39915
C: -1.22313 -7.69437 -1.02551
H: -5.79216 -9.08429 -2.75988
H: -4.36297 -8.57738 -3.47252
H: -5.55432 -7.32717 -2.95847
H: -3.65589 -9.01206 -1.02734
H: -5.26323 -8.43453 -0.47746
H: -4.30153 -6.34313 -0.09793
H: -3.63614 -6.29093 -1.76981
H: -3.10458 -7.07338 1.84082
H: -1.45197 -7.88696 1.66464
H: -2.92790 -8.54173 0.87472
H: -1.54281 -5.39899 1.09512
H: -2.78158 -4.93629 0.00928
H: -0.07604 -4.60847 -0.73598
H: -1.21392 -4.80733 -1.96550
H: 0.64020 -6.82657 -0.67608
H: 0.13691 -6.76027 -2.44290
H: -0.89096 -8.56681 -0.46281
H: -1.75986 -7.89443 -1.95286
C: 1.90410 -0.54710 3.80821
C: 0.85953 -0.88662 4.82429
C: 0.99778 -0.24869 6.21551
N: -0.13536 -0.55750 7.20337
C: -1.43003 0.05223 6.69751
C: -0.25013 -2.04303 7.64113
C: -0.25371 -2.13204 9.13775
C: 0.55144 -0.88930 9.56713
C: 0.11839 0.14715 8.57195
H: 1.59543 -0.86089 2.81104
H: 2.88216 -0.95389 4.06514
H: 1.93319 0.54179 3.76869
H: 0.75310 -1.97127 4.84178
H: -0.10501 -0.54628 4.44755
H: 1.11045 0.83537 6.23054
H: 1.83809 -0.76146 6.68354
H: -2.09109 -0.07305 7.55506
H: -1.90056 -0.39434 5.82156
H: -1.30380 1.13019 6.59674
H: -1.08135 -2.46972 7.07978
H: 0.62933 -2.49463 7.18211
H: -1.27283 -2.03423 9.51184
H: -0.01226 -3.12342 9.52112
H: 0.34366 -0.51517 10.56960
H: 1.60677 -0.96177 9.30418
H: -0.76993 0.65058 8.95343
H: 0.85619 0.94536 8.49064
C: 1.29088 -4.04478 -5.64829
C: 1.38532 -2.58904 -5.02903
C: 2.30904 -1.69892 -5.82910
N: 2.70286 -0.38952 -5.08707
C: 1.37260 0.38503 -4.76742
C: 3.58408 0.61626 -5.93784
C: 4.57026 1.18209 -4.95624
C: 4.26234 0.73850 -3.53977
C: 3.55119 -0.64868 -3.78267
H: 2.21620 -4.30720 -6.16114
H: 0.63235 -4.06307 -6.51667
H: 0.93602 -4.76415 -4.91027
H: 1.62333 -2.55806 -3.96579
H: 0.37251 -2.21063 -5.16736
H: 1.87422 -1.33856 -6.76140
H: 3.19890 -2.27177 -6.09005
H: 0.92683 0.86041 -5.64115
H: 1.67399 1.23101 -4.14970
H: 0.62733 -0.26712 -4.31203
H: 3.01164 1.36902 -6.47982
H: 4.01198 -0.03490 -6.70008
H: 4.53830 2.27029 -5.01004
H: 5.47728 0.69866 -5.31916
H: 3.53558 1.42167 -3.10023
H: 5.18215 0.71106 -2.95556
H: 2.98777 -1.06917 -2.94970
H: 4.22737 -1.43337 -4.12201
C: -4.22891 -1.65596 2.62305
C: -4.25073 -2.21846 1.28168
C: -4.80757 -1.20916 0.33238
N: -5.48279 -1.81156 -0.95984
C: -4.55792 -2.81444 -1.53966
C: -5.83154 -0.58367 -1.85026
C: -7.44709 -0.49704 -1.84745
C: -7.91086 -1.43077 -0.79607
C: -6.85517 -2.55985 -0.72371
H: -5.24065 -1.77653 3.01027
H: -4.08368 -0.57633 2.66075
H: -3.52577 -1.94190 3.40531
H: -4.71892 -3.20259 1.26170
H: -3.24064 -2.27147 0.87545
H: -3.99281 -0.52067 0.10826
H: -5.63623 -0.67424 0.79639
H: -3.54642 -2.42217 -1.64500
H: -5.07715 -2.94948 -2.48848
H: -4.51085 -3.71450 -0.92667
H: -5.38942 -0.57585 -2.84653
H: -5.43298 0.29400 -1.34139
H: -7.70903 -0.76076 -2.87211
H: -7.82296 0.51270 -1.68242
H: -8.96825 -1.69497 -0.81088
H: -7.94442 -0.76565 0.06682
H: -7.20092 -3.30692 -1.43817
H: -6.98116 -3.01265 0.25975
C: 2.86148 7.49464 1.06935
C: 2.85288 6.51967 2.18376
C: 3.81045 5.27711 1.99630
N: 3.44416 4.10804 3.01131
C: 2.10942 3.36846 2.67282
C: 4.52848 3.01147 2.98216
C: 4.66879 2.57802 4.48943
C: 4.48069 3.80733 5.35430
C: 3.59204 4.70167 4.43275
H: 2.97000 7.12086 0.05121
H: 3.69135 8.15961 1.30857
H: 1.95334 8.06593 1.26172
H: 1.84140 6.11347 2.18259
H: 2.93233 7.13501 3.07995
H: 4.86258 5.55998 1.96294
H: 3.52386 4.75516 1.08333
H: 1.28839 4.07811 2.57082
H: 2.08182 2.65997 3.50070
H: 2.22016 2.79977 1.74955
H: 4.29427 2.20513 2.28713
H: 5.47177 3.44660 2.65208
H: 3.77065 1.98341 4.65643
H: 5.43643 1.86196 4.78286
H: 3.77588 3.67213 6.17470
H: 5.44331 4.27548 5.55998
H: 2.66943 4.90756 4.97544
H: 4.21477 5.57997 4.26274
C: 4.80120 -0.93006 0.15066
C: 5.27383 -2.39496 -0.01290
C: 4.91677 -3.17288 -1.25421
N: 5.63404 -4.52411 -1.38754
C: 5.67635 -5.29583 -0.01896
C: 7.12615 -4.44366 -1.92396
C: 7.47502 -5.70098 -2.56989
C: 6.15851 -6.14518 -3.21229
C: 4.96895 -5.42659 -2.46769
H: 5.48131 -0.56493 0.92022
H: 3.77486 -0.93897 0.51760
H: 5.00176 -0.31015 -0.72318
H: 5.01902 -2.93051 0.90162
H: 6.36205 -2.34358 -0.04817
H: 5.24190 -2.77927 -2.21726
H: 3.83666 -3.31083 -1.30367
H: 6.21924 -6.23602 -0.11595
H: 4.62601 -5.43778 0.23550
H: 6.24705 -4.71025 0.70180
H: 7.82000 -4.24524 -1.10707
H: 7.32385 -3.53795 -2.49729
H: 7.74466 -6.51913 -1.90204
H: 8.25902 -5.59948 -3.32031
H: 5.94992 -7.20906 -3.09942
H: 6.09091 -5.76576 -4.23188
H: 4.24899 -6.12516 -2.04137
H: 4.37983 -4.77665 -3.11470
N: -4.47852 2.88460 -1.89911
S: -5.16583 2.94934 -0.51597
O: -6.47341 2.37599 -0.26315
O: -4.79726 4.03801 0.29153
F: -4.28138 1.82116 0.28221
S: -5.64334 3.79439 -2.64354
O: -5.81954 5.18586 -2.28692
O: -6.78488 3.12070 -3.22729
F: -4.69831 3.93275 -3.88037
N: 0.25784 3.58837 -2.89154
S: 0.58121 4.74227 -3.82981
O: 1.28990 4.32784 -4.99620
O: 0.77206 6.06557 -3.15102
F: -0.86128 4.98808 -4.44710
S: 1.62494 3.68079 -2.02180
O: 1.50370 4.49493 -0.81486
O: 3.02687 3.56314 -2.56730
F: 1.43741 2.28608 -1.35034
N: -1.35885 0.25258 -0.25064
S: -0.99351 0.19446 1.28399
O: 0.17669 0.93997 1.62331
O: -1.40117 -0.89077 2.12982
F: -2.12536 1.33758 1.68881
S: -0.27440 -1.01777 -0.52963
O: -0.59303 -2.32159 0.00333
O: 1.07468 -0.62434 -0.73703
F: -0.86211 -1.25160 -2.00439

=====

Record 4
An isolated molecule of C4H7NO, computed with wB97M-V/def2-TZVPD.

Output
**Kohn-Sham gap**: 11.26 eV
**Energy above the lowest of the compared OMol25 structures with the same formula, charge and spin**: 2.181 eV
**SMILES**: O[C@H]1CCC=N1

CARTESIAN COORDINATES (ANGSTROEM)
C: 0.58678 1.34508 -0.22563
C: 1.27234 0.04151 -0.25397
C: 0.25497 -0.94576 0.26176
C: -0.96439 -0.08259 0.48454
N: -0.60979 1.30424 0.17309
O: -2.13353 -0.59607 -0.48341
H: 0.83652 2.43967 -0.54243
H: 1.54067 -0.19683 -1.31003
H: 2.31487 0.01884 0.34863
H: 0.17332 -1.87350 -0.32763
H: 0.49904 -1.49870 1.22187
H: -1.40556 -0.21322 1.48892
H: -2.36526 0.25732 -0.83572

=====

Record 5
A structure of composition C18H26N5O2Ru, computed with wB97M-V/def2-TZVPD.

Output
**Kohn-Sham gap (alpha / beta)**: 7.49 / 6.91 eV
**Energy above the lowest of the compared OMol25 structures with the same formula, charge and spin**: 0.176 eV
**Expectation value of S²**: 0.8340
**Spin multiplicity**: 2
**Total charge**: +2

CARTESIAN COORDINATES (ANGSTROEM)
Ru: -0.17036 0.19115 -0.72215
C: 1.80016 -1.70757 -2.19480
N: 0.42436 -1.60779 -1.67216
C: -0.56888 -1.74125 -2.76909
C: 0.14165 -2.66502 -0.67524
C: 0.39305 -3.99263 -0.93761
C: -0.01105 -4.97704 -0.03952
C: -0.71158 -4.62758 1.10766
C: -0.96561 -3.29767 1.39091
C: -0.50334 -2.29151 0.53247
N: -0.66791 -0.93344 0.73865
C: -1.02195 -0.24065 1.88756
C: -0.96727 -0.75099 3.18745
C: -1.33558 0.04141 4.26128
C: -1.75623 1.34707 4.05311
C: -1.76059 1.88846 2.76863
C: -1.37525 1.12174 1.69344
N: -1.31824 1.65142 0.31372
C: -2.66754 1.55429 -0.30335
C: -0.86907 3.05760 0.29107
H: 1.99194 -2.66856 -2.67192
H: 1.95519 -0.94057 -2.95445
H: 2.50373 -1.56098 -1.37808
H: -0.41517 -2.66166 -3.33662
H: -1.57516 -1.77355 -2.34485
H: -0.48249 -0.89542 -3.45303
H: 0.88589 -4.29230 -1.85300
H: 0.19378 -6.01527 -0.25948
H: -1.06894 -5.39349 1.78152
H: -1.55693 -3.03997 2.25680
H: -0.58237 -1.74425 3.36287
H: -1.28163 -0.35994 5.26346
H: -2.06165 1.96106 4.88871
H: -2.06339 2.91832 2.64034
H: -3.37112 2.23063 0.18657
H: -2.60531 1.81957 -1.36006
H: -3.04089 0.53499 -0.19664
H: -1.60697 3.72362 0.73844
H: 0.06743 3.15187 0.83682
H: -0.73546 3.36597 -0.74481
C: 3.87649 3.46717 -0.46825
O: 3.15947 2.36490 0.14153
C: 2.14536 1.81232 -0.44797
O: 1.57666 0.85742 0.10838
N: 1.69256 2.30144 -1.63736
N: 0.68824 1.54222 -2.28745
H: 4.62168 3.75583 0.26328
H: 3.20192 4.30266 -0.65221
H: 4.37176 3.13318 -1.37972
H: 2.26717 2.91299 -2.19916
H: 1.12679 0.99028 -3.02244
H: 0.03260 2.17949 -2.73323

=====

Number 1: energy -408.194496 a.u.. Number 2: energy -882.830987 a.u.. Number 3: energy -7246.044827 a.u.. Number 4: energy -286.551500 a.u.. Number 5: energy -1220.089610 a.u..